No. 1
The following is a quantum chemistry calculation of a molecular structure, C35H43ClN2Si2Zn in a non-equilibrium geometry, from OMol25.

The calculation puts the LUMO energy at 0.302 eV. For the molar mass, the calculation gives 648.76 g mol⁻¹. The spin multiplicity is 1. The value obtained for the HOMO-LUMO gap is 7.46 eV. As for the largest force on an atom: 3.79 eV Å⁻¹. As for the energy relative to the best compared isomer or geometry (same formula, charge and spin): 0.0 kcal per mole.

```
84
Properties=species:S:1:pos:R:3:lowdin_charge:R:1
C -0.8946 2.1156 0.3397 -0.170
C 0.2494 2.0238 -0.4956 -0.159
C -0.0555 1.1309 -1.5729 -0.210
H 1.1623 2.6152 -0.4088 0.096
C -1.4196 0.6649 -1.3770 -0.215
C -1.9183 1.2991 -0.1911 -0.170
H -2.9455 1.2395 0.1652 0.093
H -1.0039 2.7881 1.1926 0.094
H 0.5192 0.9897 -2.4847 0.081
H -1.9983 0.1119 -2.1237 0.096
Zn -0.0972 -0.5883 -0.2546 0.501
Si 3.0715 -2.1292 -6.1380 0.738
C 4.6512 -3.1596 -6.1192 -0.360
C 4.6040 -4.5653 -6.0233 -0.117
H 3.6414 -5.0851 -6.0269 0.102
C 5.7850 -5.3107 -5.9000 -0.093
H 5.7411 -6.4035 -5.8399 0.100
C 7.0230 -4.6524 -5.8483 -0.102
H 7.9490 -5.2304 -5.7617 0.097
C 7.0750 -3.2495 -5.8963 -0.096
H 8.0415 -2.7323 -5.8320 0.101
C 5.8928 -2.5082 -6.0184 -0.126
H 5.9270 -1.4153 -6.0200 0.097
C 1.9557 -3.0159 -7.3601 -0.311
C 2.4329 -3.1297 -8.6781 -0.105
H 3.4136 -2.7168 -8.9336 0.104
C 1.6773 -3.8025 -9.6481 -0.089
H 2.0616 -3.8751 -10.6709 0.101
C 0.4479 -4.3798 -9.3048 -0.096
H -0.1479 -4.8839 -10.0716 0.100
C -0.0094 -4.3170 -7.9843 -0.086
H -0.9587 -4.7883 -7.7089 0.103
C 0.7492 -3.6539 -7.0147 -0.096
H 0.4063 -3.6557 -5.9759 0.076
H 3.3861 -0.7343 -6.5240 0.021
Si 2.3647 -2.7875 -3.8193 0.670
C 0.9342 -1.5826 -4.3505 -0.406
C 1.1690 -0.3014 -4.9110 -0.194
H 2.1696 0.1373 -4.9521 0.068
C 0.1224 0.4517 -5.4415 -0.084
H 0.3374 1.4162 -5.9035 0.108
C -1.1812 -0.0327 -5.4055 -0.091
H -1.9955 0.5289 -5.8650 0.101
C -1.4429 -1.2405 -4.7472 -0.096
H -2.4686 -1.6083 -4.6555 0.102
C -0.3971 -1.9967 -4.2080 -0.170
H -0.6191 -2.9119 -3.6511 0.090
C 3.6591 -1.6865 -3.0118 -0.378
C 3.4366 -0.3295 -2.7172 -0.133
H 2.4379 0.0908 -2.8048 0.064
C 4.4976 0.4841 -2.3256 -0.091
H 4.3129 1.5467 -2.1586 0.103
C 5.7739 -0.0593 -2.1637 -0.098
H 6.6067 0.5852 -1.8791 0.097
C 5.9741 -1.4313 -2.3442 -0.092
H 6.9570 -1.8703 -2.1865 0.100
C 4.9138 -2.2508 -2.7448 -0.118
H 5.0682 -3.3282 -2.8708 0.107
H 2.0244 -3.7841 -2.8048 -0.060
Cl 1.0184 -2.2920 -1.2748 0.322
C -1.8154 -3.1056 -0.1266 -0.119
N -1.1926 -2.1432 0.8240 -0.319
C -2.2799 -1.5068 1.6006 -0.096
C -0.2237 -2.8621 1.7509 -0.157
C 1.2017 -2.3093 1.7609 -0.212
N 1.2665 -0.8537 1.3756 -0.333
C 2.6412 -0.4956 0.9489 -0.089
C 0.8668 -0.0128 2.5223 -0.073
H -2.4136 -2.5511 -0.8635 0.089
H -2.4590 -3.8158 0.4116 0.092
H -1.0220 -3.6433 -0.6568 0.034
H -2.7851 -2.2614 2.2302 0.095
H -1.8770 -0.7146 2.2393 0.068
H -3.0057 -1.0604 0.9064 0.082
H -0.6300 -2.8182 2.7745 0.117
H -0.1776 -3.9155 1.4309 0.123
H 1.8005 -2.8693 1.0335 0.070
H 1.6329 -2.4231 2.7710 0.127
H 2.6516 0.5362 0.5768 0.084
H 3.3416 -0.5884 1.7981 0.098
H 2.9547 -1.1626 0.1355 0.052
H 0.8667 1.0409 2.2155 0.082
H -0.1416 -0.2857 2.8568 0.069
H 1.5753 -0.1572 3.3565 0.096
```

---

No. 2
The following is a quantum chemistry calculation of a molecular structure, C35H43ClP2Si2Ti in a non-equilibrium geometry, from OMol25.

Its net charge is +2. The calculation puts the LUMO energy (alpha / beta) at -8.981 / -7.919 eV. For the molar mass, the calculation gives 665.17 g mol⁻¹. The spin multiplicity is 1. The value obtained for the HOMO-LUMO gap (alpha / beta) is 3.21 / 4.28 eV. As for the largest force on an atom: 5.10 eV Å⁻¹. As for the energy relative to the best compared isomer or geometry (same formula, charge and spin): 2.9 kcal per mole.

```
84
Properties=species:S:1:pos:R:3:lowdin_charge:R:1
C -1.8033 -0.9079 4.8150 -0.152
C -2.5274 -0.3416 3.7040 -0.187
C -2.4431 -1.2629 2.5969 -0.173
H -3.1334 0.5559 3.7220 0.113
C -1.6650 -2.4044 3.0259 -0.095
C -1.2603 -2.1738 4.3886 -0.112
H -0.7207 -2.8629 5.0463 0.143
H -1.7592 -0.5039 5.8298 0.132
H -2.9882 -1.1737 1.6671 0.126
H -1.4710 -3.2837 2.4224 0.130
Ti -0.4994 -0.5412 3.1153 0.766
Si 2.6893 -0.0932 -5.0739 0.704
C 1.8007 1.4139 -5.6820 -0.352
C 2.2996 2.1709 -6.7575 -0.092
H 3.2383 1.8797 -7.2318 0.102
C 1.5953 3.2860 -7.2259 -0.071
H 1.9868 3.8623 -8.0674 0.111
C 0.3905 3.6579 -6.6202 -0.078
H -0.1576 4.5253 -6.9842 0.107
C -0.1090 2.9184 -5.5428 -0.097
H -1.0525 3.2002 -5.0687 0.087
C 0.5958 1.8061 -5.0722 -0.125
H 0.2030 1.2320 -4.2301 0.082
C 1.9167 -1.6248 -5.7545 -0.339
C 0.7488 -1.5818 -6.5362 -0.093
H 0.3258 -0.6243 -6.8420 0.098
C 0.1023 -2.7662 -6.9156 -0.083
H -0.8171 -2.7196 -7.5039 0.106
C 0.6276 -4.0042 -6.5344 -0.088
H 0.1124 -4.9261 -6.8062 0.104
C 1.8198 -4.0606 -5.8027 -0.089
H 2.2469 -5.0260 -5.5233 0.104
C 2.4601 -2.8789 -5.4187 -0.117
H 3.3827 -2.9227 -4.8393 0.097
H 2.6392 -0.1680 -3.5942 -0.036
Si -0.4374 -0.3787 0.5071 0.417
C -1.0138 -1.9710 -0.3366 -0.329
C -2.1356 -2.0134 -1.1736 -0.076
H -2.6758 -1.0928 -1.4064 0.110
C -2.5739 -3.2355 -1.7053 -0.042
H -3.4259 -3.2532 -2.3821 0.118
C -1.9182 -4.4250 -1.3684 -0.041
H -2.2539 -5.3742 -1.7832 0.121
C -0.8439 -4.3983 -0.4744 -0.058
H -0.3535 -5.3228 -0.1626 0.119
C -0.3891 -3.1760 0.0282 -0.140
H 0.4445 -3.1610 0.7347 0.100
C -1.3643 1.1050 -0.1853 -0.339
C -2.5397 1.5504 0.4403 -0.115
H -2.8481 1.1379 1.4032 0.073
C -3.3380 2.5224 -0.1693 -0.058
H -4.2832 2.8077 0.2913 0.116
C -2.9314 3.1046 -1.3715 -0.039
H -3.5696 3.8325 -1.8718 0.122
C -1.6889 2.7733 -1.9178 -0.037
H -1.3270 3.2750 -2.8174 0.101
C -0.9027 1.7816 -1.3226 -0.089
H 0.0732 1.5326 -1.7432 0.080
H 4.0983 0.0198 -5.5248 -0.014
Cl 1.5730 -0.0060 -0.0125 0.399
C 0.6425 1.8875 2.7996 -0.283
P -0.1766 1.7084 4.3910 0.902
C -1.6360 2.7945 4.5072 -0.206
C 1.0191 2.5563 5.5260 -0.382
C 1.5693 1.6535 6.6300 -0.409
P 2.5634 0.2891 5.7990 0.864
C 3.9740 0.1567 6.9530 -0.287
C 1.4322 -1.0827 6.2140 -0.303
H 0.9370 0.8776 2.3470 -0.044
H 1.6335 2.3431 2.9686 0.081
H 0.0954 2.4641 2.0463 0.076
H -1.7965 3.0545 5.5755 0.079
H -1.6082 3.7041 3.8991 0.077
H -2.5098 2.2189 4.1699 0.017
H 1.8448 2.9368 4.9031 0.084
H 0.4599 3.3982 5.9595 0.093
H 2.2407 2.1929 7.3152 0.092
H 0.7462 1.2392 7.2456 0.083
H 3.6161 0.3070 7.9807 0.055
H 4.4666 -0.8191 6.8484 0.052
H 4.6981 0.9419 6.6887 0.051
H 1.9462 -1.7862 6.8695 0.058
H 0.5234 -0.7095 6.6905 0.028
H 1.1690 -1.6181 5.2908 -0.006
```